# 1
The following is a DFT calculation (ωB97M-V/def2-TZVPD) of F2KZn2 as an isolated structure in a non-equilibrium geometry.

Last column: natural (NBO) charge in e.
Element x y z (Å)
Zn 1.0686 0.0930 -1.2089  1.8779
Zn -0.7346 1.4713 0.9241  1.8933
K -0.5359 -3.0520 0.5525  0.9974
F 0.1243 -0.3433 0.6259  -0.9022
F 0.0777 1.8311 -0.8936  -0.8663

For the HOMO-LUMO gap, the calculation gives 10.5121 eV. The charge is +3.

---

# 2
The following is a DFT calculation (ωB97M-V/def2-TZVPD) of C24H35N5O2PS4Y as an isolated structure.

Last column: Mulliken charge in e.
Element x y z (Å)
Y -0.3231 -0.8514 0.3261  0.6775
C -3.6961 0.3894 -1.7910  -0.5138
C -2.8963 -0.5250 -2.4748  -0.7347
C -2.4023 -1.6379 -1.8045  0.0501
C -2.6762 -1.8096 -0.4427  -1.5319
C -3.4669 -0.8789 0.2376  -0.0215
C -3.9835 0.2175 -0.4407  -0.4740
H -4.1303 1.2251 -2.3263  0.5047
H -2.7249 -0.4137 -3.5379  0.5867
H -1.8802 -2.4089 -2.3533  0.7326
H -2.4413 -2.7607 0.0386  0.6919
H -3.7230 -1.0456 1.2772  0.5780
H -4.6328 0.9155 0.0722  0.4824
C 1.6818 -4.7279 1.4323  -0.5333
C 2.6036 -3.5787 1.8282  -0.7686
S 2.1896 -1.8704 1.3213  0.1531
C 3.2341 -1.4979 -0.1073  -0.4425
C 2.8898 -2.2100 -1.4003  -0.8530
S 1.1533 -1.9871 -1.9397  0.1578
C 0.6116 -3.6920 -2.2598  -1.0749
C 0.2875 -4.5418 -1.0349  0.1890
S 1.7532 -5.2892 -0.2760  -0.0824
H 0.6404 -4.5452 1.7000  -0.0594
H 1.9872 -5.5897 2.0299  0.4884
H 3.6107 -3.7388 1.4404  0.5034
H 2.6932 -3.5113 2.9131  0.5756
H 4.2663 -1.7194 0.1709  0.6872
H 3.1814 -0.4159 -0.2181  -0.2029
H 3.0317 -3.2839 -1.3000  0.3916
H 3.5356 -1.8511 -2.2010  0.5903
H 1.3968 -4.1475 -2.8646  0.5757
H -0.2492 -3.5972 -2.9210  0.4933
H -0.3952 -5.3382 -1.3338  0.5629
H -0.2322 -3.9579 -0.2669  -0.5533
N -2.0542 1.9177 3.2735  -0.0083
C -2.1881 2.8445 2.2345  0.6725
C -2.7611 4.1113 2.2147  -1.0658
C -2.7623 4.7570 0.9956  -0.8157
C -2.2202 4.1504 -0.1530  -1.2090
C -1.6491 2.8912 -0.1113  -0.1216
C -1.6325 2.2330 1.1205  -0.3461
N -1.1774 0.9455 1.4890  0.9582
C -1.4586 0.8308 2.7862  0.3012
C -1.1841 -0.4027 3.5183  -0.5599
C -1.3090 -0.6565 4.8428  -0.4673
S -0.9042 -2.2763 5.1589  -0.0235
C -0.5775 -2.5248 3.5246  -0.3195
N -0.7567 -1.4760 2.7513  0.5238
H -2.3866 2.0380 4.2198  0.2801
H -3.1918 4.5673 3.0969  0.5110
H -3.2042 5.7415 0.9186  0.4870
H -2.2793 4.6824 -1.0943  0.5635
H -1.2850 2.4152 -1.0132  0.7141
H -1.6102 0.0060 5.6412  0.4205
H -0.2649 -3.4921 3.1606  0.3873
N 2.4550 2.1514 -3.9668  -0.1815
C 1.2362 2.1957 -3.0614  -1.0247
P 1.7749 1.9401 -1.3154  1.2460
O 3.2533 1.7094 -1.4177  -1.1381
O 0.8291 0.9345 -0.7078  -0.2638
C 1.6175 3.5082 -0.3590  -0.9814
N 3.0089 4.0100 -0.0069  -0.1308
H 2.6531 3.0551 -4.4037  0.3678
H 2.3411 1.4775 -4.7274  0.3591
H 3.2765 1.8840 -3.3973  0.3724
H 0.5821 1.3785 -3.3569  0.3162
H 0.7140 3.1348 -3.2355  0.5311
H 1.0747 3.3228 0.5652  0.2116
H 1.0968 4.2975 -0.8977  0.5321
H 3.1286 4.1296 1.0014  0.3653
H 3.2129 4.9153 -0.4373  0.3692
H 3.7081 3.3273 -0.3443  0.3412

For the HOMO-LUMO gap, the calculation gives 7.5547 eV. The charge is +4.

---

# 3
The following is a DFT calculation (ωB97M-V/def2-TZVPD) of an isolated ion of composition C6H7N4O4 and charge -1 in a non-equilibrium geometry.

Last column: natural (NBO) charge in e.
Element x y z (Å)
N 2.2283 1.4646 -0.8475  -0.8573
C 1.1681 0.5205 -0.3632  0.3659
N 0.2580 0.6258 -1.4443  -0.8921
C 1.7567 -0.8645 -0.3904  0.1284
N 1.7722 -1.9630 -0.0209  0.2071
O 2.0417 -3.1091 0.0366  -0.4306
N 0.6625 0.8470 0.9636  -0.6340
C -0.0503 -0.1279 1.7159  -0.0295
C -1.1280 -0.7488 1.2653  -0.3173
C -1.8678 -0.8659 -0.0924  0.4844
O -1.5697 -1.7613 -0.8824  -0.5848
C -2.9332 0.3115 -0.1661  0.7048
O -2.3783 1.2892 -0.6848  -0.7556
O -4.0469 0.1436 0.3435  -0.7206
H 1.8848 2.3858 -1.0001  0.3639
H 2.7337 1.1635 -1.6495  0.3670
H 0.1067 -0.1593 -2.0089  0.3841
H -0.5986 1.1238 -1.2084  0.4352
H 1.2183 1.3040 1.6571  0.3874
H 0.2358 -0.2470 2.6977  0.1805
H -1.4941 -1.3324 2.0793  0.2131

For the HOMO-LUMO gap, the calculation gives 7.8886 eV. As for the SMILES: NC(N)(C#[N+][O-])N/C=C\C(=O)C(=O)[O-]. The charge is -1.

---

# 4
The following is a DFT calculation (ωB97M-V/def2-TZVPD) of a 9-piece molecular cluster, BrH16O8 overall.

Last column: natural (NBO) charge in e.
Element x y z (Å)
Br 0.4021 -0.1159 -0.0342  -0.9251
O -0.7748 -3.2967 -0.4764  -0.9696
H -0.9477 -3.7706 0.3440  0.4602
H -0.4878 -2.4105 -0.1803  0.4926
O 2.3760 -2.0300 -2.3336  -0.9570
H 2.6697 -2.8488 -1.9229  0.4571
H 1.7005 -1.6953 -1.7189  0.4931
O -3.0527 -0.8968 -0.3117  -0.9548
H -2.9863 -1.8008 -0.6425  0.4672
H -2.1632 -0.7399 0.0443  0.4792
O -0.8657 -0.4303 3.1925  -0.9600
H -0.4895 -0.0456 2.3816  0.4905
H -1.1356 0.3314 3.7146  0.4593
O -2.3283 2.4688 -0.0684  -0.9462
H -1.5768 1.8818 0.1022  0.4831
H -1.9838 3.3421 0.1481  0.4590
O 2.5537 0.8447 2.5200  -0.9623
H 3.0838 0.0744 2.7452  0.4589
H 2.0842 0.5740 1.7117  0.4894
O 1.3849 3.4181 0.3626  -0.9555
H 1.1164 2.5085 0.5590  0.4862
H 1.7271 3.3554 -0.5348  0.4644
O -0.4010 0.2783 -3.4189  -0.9567
H 0.3986 0.7104 -3.7341  0.4555
H -0.3038 0.2933 -2.4491  0.4914

For the HOMO-LUMO gap, the calculation gives 9.7126 eV. The charge is -1.

---

# 5
The following is a DFT calculation (ωB97M-V/def2-TZVPD) of C7H11NO2 as an isolated structure in a non-equilibrium geometry.

Last column: natural (NBO) charge in e.
Element x y z (Å)
C 1.4352 -1.6057 0.1201  -0.6715
C -0.6659 0.7043 -1.8680  -0.6067
C -1.0220 0.7773 0.6909  0.7283
C 0.8952 0.7656 0.8450  -0.0854
C 0.7433 -0.2986 0.0006  0.1616
C -0.6426 -0.1324 -0.5994  -0.0193
N -1.4296 -1.3205 -0.7289  -0.8264
C 1.7253 1.6463 1.3700  -0.3419
O -1.4982 -0.0772 1.7083  -0.7501
O -1.5074 1.9068 0.5722  -0.6382
H -2.2715 0.3663 2.0848  0.4978
H -1.1346 -1.9370 -1.4750  0.3638
H -1.5315 -1.8214 0.1435  0.3832
H 2.4821 -1.4439 0.3828  0.2333
H 0.9890 -2.1999 0.9223  0.2500
H 1.3543 -2.1779 -0.8055  0.2300
H -0.2351 0.1487 -2.7039  0.1996
H -0.1053 1.6266 -1.7333  0.2285
H -1.7007 0.9638 -2.0857  0.2376
H 1.4333 2.2314 2.2325  0.2155
H 2.6865 1.8776 0.9267  0.2106

For the HOMO-LUMO gap (spin up / spin down), the calculation gives 7.7228 / 7.7244 eV.

---

# 6
The following is a DFT calculation (ωB97M-V/def2-TZVPD) of a 2-piece molecular cluster, C2H8O2 overall.

Last column: natural (NBO) charge in e.
Element x y z (Å)
C 0.0021 -1.2286 -1.5411  -0.2464
O 0.6988 -0.2084 -2.2307  -0.7170
H 0.6951 -1.7412 -0.8778  0.1821
H -0.7994 -0.8210 -0.9138  0.1569
H -0.4403 -1.9533 -2.2302  0.1609
H 0.0565 0.4490 -2.5099  0.4634
C -0.2885 1.0583 1.4867  -0.2457
O 1.0005 0.9562 2.0750  -0.7215
H -0.9455 1.7159 2.0634  0.1621
H -0.1626 1.3946 0.4627  0.1820
H -0.8126 0.0928 1.4532  0.1572
H 0.9959 0.2857 2.7625  0.4660

For the HOMO-LUMO gap, the calculation gives 11.2564 eV. As for the SMILES: CO.CO.